Computed, not measured: a structure of composition C5H5CoFLiO4 in a non-equilibrium geometry, with wB97M-V/def2-TZVPD.

Positions of all 17 atoms, in Å:
H (-0.131, -1.040, 1.640)
O (-0.670, -0.179, -0.200)
O (-2.705, -0.873, 0.118)
O (-2.349, 1.196, -0.782)
C (-0.574, -1.302, 0.678)
C (-1.850, -1.846, 0.606)
C (-2.000, 0.148, -0.349)
H (-2.299, -2.660, 1.166)
C (2.559, 1.231, 0.861)
C (2.362, -0.196, 0.665)
O (2.178, -0.302, -0.715)
Li (3.050, -1.604, -1.647)
Co (0.737, 0.776, -1.145)
F (1.425, 1.900, 0.359)
H (2.948, 1.721, 1.749)
H (1.560, -1.423, 0.917)
H (2.159, -0.438, 1.730)

As for the lowest unoccupied orbital energy (alpha / beta): -14.35 / -15.58 eV. As for the spin multiplicity: 6. The calculation puts the total energy at -53962.200 eV. The net charge is +3. The calculation puts the energy relative to the best compared isomer or geometry (same formula, charge and spin) at 352.67 kJ/mol.

Charges per atom according to Mulliken partitioning, unit e: number 1, H, carries 0.367; number 2, O, carries -0.129; number 3, O, carries -0.151; number 4, O, carries -0.322; number 5, C, carries -0.283; number 6, C, carries -0.134; number 7, C, carries 0.644; number 8, H, carries 0.414; number 9, C, carries 0.022; number 10, C, carries 0.178; number 11, O, carries -0.729; number 12, Li, carries 0.922; number 13, Co, carries 1.141; number 14, F, carries -0.196; number 15, H, carries 0.451; number 16, H, carries 0.344; number 17, H, carries 0.461